(1)
Here is a structure of composition C32H83AgF3N7O9Pd from OMol25. Energies are from wB97M-V/def2-TZVPD.

Calculated values
F_max: 3.100 eV/Å
Total energy: -78996.028 eV
HOMO level (alpha / beta): -0.458 / -0.458 Ha

ORCA input file:
```
! RIJCOSX wB97M-V def2-TZVPD def2/J DEFGRID3
* xyz 2 3
Pd -1.8611 0.3516 3.5122
Ag -3.8949 2.5067 2.2309
C -1.0422 1.1497 0.2750
O -0.4102 -0.1153 0.2932
O -1.8556 1.2069 1.3746
C -0.1369 2.3875 -0.0088
F -0.9259 3.3795 -0.4663
F 0.4898 2.9331 1.0416
F 0.7398 2.0757 -0.9548
C -0.3064 -0.9139 -0.8953
C 0.2119 -2.2850 -0.5287
H 1.1263 -2.1963 0.0601
H -0.5262 -2.9046 -0.0167
H 0.5070 -2.8448 -1.4168
H 0.3506 -0.4623 -1.6412
H -1.2965 -0.9635 -1.3662
H -1.7033 1.1076 -0.6052
C 0.6287 -4.3572 -3.0727
C -0.3297 -3.1864 -3.1422
C 0.1799 -1.9870 -3.9274
O 1.0484 -1.3252 -3.0165
C 1.3588 -0.0053 -3.4249
N -1.6220 -3.6781 -3.7330
H 1.1413 -4.5078 -4.0263
H 0.1583 -5.2974 -2.7962
H 1.4204 -4.1285 -2.3525
H -0.5408 -2.9468 -2.0945
H -0.6617 -1.3486 -4.2220
H 0.6800 -2.3537 -4.8307
H 1.9749 0.4771 -2.6623
H 0.4535 0.6069 -3.5015
H 1.9557 -0.0095 -4.3396
H -1.9239 -3.0830 -4.4959
H -2.3538 -3.6131 -3.0396
C -5.9923 -3.5155 0.5096
C -4.4778 -3.4923 0.6868
C -3.8010 -2.3857 -0.0594
O -4.1257 -2.4965 -1.4119
C -3.5719 -1.5432 -2.2913
N -4.1017 -3.4707 2.1179
H -6.3824 -2.4967 0.6169
H -6.4910 -4.1545 1.2365
H -6.2684 -3.8530 -0.4883
H -4.1045 -4.4271 0.2560
H -2.7094 -2.5224 -0.0078
H -4.0366 -1.4584 0.4928
H -4.0453 -1.7195 -3.2546
H -2.4878 -1.6635 -2.3506
H -3.8350 -0.5182 -2.0048
H -4.7164 -2.7598 2.5190
H -4.4198 -4.3183 2.5757
C -0.2069 7.3515 0.7271
C 1.2637 6.8937 0.6899
C 1.7523 6.3823 2.0506
O 3.1495 6.2012 2.0067
C 3.6144 4.9818 2.5722
N 1.5451 5.9490 -0.3716
H -0.7550 6.8880 -0.0945
H -0.1602 8.4281 0.5764
H -0.7879 7.1473 1.6284
H 1.8640 7.7923 0.5406
H 1.1752 5.5277 2.4300
H 1.5936 7.1360 2.8371
H 2.9220 4.1622 2.3598
H 3.6810 5.2073 3.6430
H 4.6061 4.7274 2.2038
H 0.9953 5.1047 -0.2757
H 2.5179 5.6705 -0.2793
C -0.3632 -3.6593 3.1009
C -0.5881 -2.1716 3.4743
C 0.6549 -1.2968 3.3299
O 0.2807 0.1153 3.5662
C 1.3269 1.0012 3.2843
N -1.6799 -1.6170 2.6186
H -1.1676 -3.9630 2.4353
H -0.2666 -4.3406 3.9413
H 0.5807 -3.7143 2.5526
H -1.0619 -2.1858 4.4611
H 0.9889 -1.2276 2.2962
H 1.4449 -1.5840 4.0194
H 1.1610 2.0431 3.5754
H 1.5471 1.0421 2.2142
H 2.2487 0.8274 3.8491
H -2.4535 -2.2879 2.6028
H -1.3176 -1.5458 1.6659
C -3.3833 5.4095 0.5368
C -4.8224 5.2240 0.9341
C -5.6511 4.3299 -0.0712
O -5.0746 3.0370 0.0004
C -4.8300 2.3686 -1.2175
N -5.0318 4.6652 2.2938
H -2.7622 5.9342 1.2596
H -3.3984 5.9471 -0.4123
H -2.9016 4.4530 0.2996
H -5.2721 6.2222 0.9359
H -5.6536 4.7434 -1.0788
H -6.6748 4.3437 0.3079
H -5.7490 2.1496 -1.7701
H -4.2189 1.4858 -1.0491
H -4.3075 3.0274 -1.9238
H -4.6475 5.3328 2.9620
H -6.0298 4.8047 2.4515
C 3.9892 -6.8326 1.5613
C 3.0594 -5.6049 1.4829
C 2.6540 -5.3259 0.0276
O 3.6552 -4.8828 -0.8365
C 4.0633 -3.5434 -0.6457
N 1.8364 -5.8524 2.2533
H 4.1436 -7.0807 2.6160
H 4.9554 -6.6226 1.1042
H 3.5376 -7.7526 1.1824
H 3.6063 -4.7970 1.9749
H 1.7914 -4.6428 0.0545
H 2.1909 -6.2283 -0.3793
H 4.7576 -3.1726 -1.3962
H 4.6443 -3.5719 0.2858
H 3.2545 -2.8132 -0.5452
H 2.0402 -6.2427 3.1662
H 1.3780 -6.6192 1.7609
C 3.5213 -0.0193 -1.6865
C 4.3582 0.7085 -2.7587
C 5.5575 1.4622 -2.1939
O 5.3696 2.1439 -0.9606
C 4.4760 3.2376 -1.0246
N 4.7482 -0.3885 -3.6484
H 2.8864 -0.7304 -2.2140
H 2.9179 0.5181 -0.9524
H 4.2553 -0.5540 -1.0738
H 3.7190 1.3984 -3.3123
H 5.7903 2.2397 -2.9307
H 6.4094 0.8058 -2.0290
H 4.7373 4.0966 -0.4083
H 3.4889 2.8407 -0.7722
H 4.4302 3.6619 -2.0344
H 5.2111 -0.1570 -4.5198
H 5.4018 -1.0168 -3.1907
*
```

=====

(2)
Here is a cluster of 13 separate species, C32H83BClF10N6O15 in total from OMol25. Energies are from wB97M-V/def2-TZVPD.

Calculated values
F_max: 6.060 eV/Å
Total energy: -114538.525 eV
HOMO level: -0.408 Ha

ORCA input file:
```
! RIJCOSX wB97M-V def2-TZVPD def2/J DEFGRID3
* xyz 1 1
C 5.9742 1.0253 -0.1089
C 5.0571 -0.1332 -0.6957
O 5.6322 -1.2442 -0.8735
N 3.6546 -0.0487 -1.1423
C 3.7152 1.1874 -2.0366
C 2.6295 0.0650 -0.1206
F 3.0465 1.1587 0.7600
C 1.2361 0.4045 -0.8912
C -0.0893 -0.2138 -0.2408
C -0.3309 0.6880 1.0122
C -1.2424 2.0258 0.8085
N -1.8115 2.3485 2.1666
N -0.4139 3.2383 0.4556
N -2.3744 1.9178 -0.1091
N -0.1662 -1.7515 -0.1706
C -0.5616 -2.1285 -1.6177
C -0.4577 -3.6174 -2.1407
C -1.8474 -4.2854 -2.6753
C 0.4706 -3.7242 -3.4950
C -1.3004 -2.1980 0.6604
F -1.5947 -3.5994 0.5231
F -1.0323 -2.1411 2.0793
C -2.7387 -1.5707 0.6952
F -2.9664 -0.4325 1.5336
F -3.4310 -2.5009 1.5920
C -3.7737 -1.4629 -0.4638
F -3.9621 -2.6489 -1.2397
F -3.5443 -0.4245 -1.4232
C -5.3180 -1.1430 -0.0470
F -5.5225 0.1009 0.5303
F -5.9484 -1.0223 -1.3318
F -5.9899 -2.2062 0.5404
C 1.2132 -2.2401 0.0843
O 2.0489 -2.6067 -1.0346
B 1.4769 -3.6309 0.9653
O 1.2962 -3.7601 2.3868
N 1.8661 -4.9447 0.2965
C 3.2314 -5.3781 0.7118
C 0.9384 -6.0116 0.8585
C 2.2654 -1.1892 0.7849
Cl 3.7448 -2.0897 1.4611
H 6.7968 1.3022 -0.8417
H 5.3244 1.9477 0.0519
H 6.3956 0.7527 0.9255
H 4.7393 1.1344 -2.5635
H 2.9475 1.1460 -2.8789
H 3.7180 2.1589 -1.4491
H 1.2562 0.2066 -2.0060
H 1.1348 1.5486 -0.7861
H -0.9150 0.0591 -1.0044
H 0.6543 1.1945 1.3531
H -0.6717 0.2405 1.9970
H -2.0907 3.3382 2.1974
H -1.0999 2.2090 2.8953
H -0.1737 3.2513 -0.5447
H 0.4137 3.3151 1.0583
H -2.1269 2.4049 -0.9940
H -3.1533 2.5037 0.2638
H 0.0867 -1.5555 -2.3839
H -1.6074 -1.7916 -1.9040
H -0.0296 -4.4014 -1.4418
H -1.5464 -5.2198 -3.2517
H -2.3704 -4.6700 -1.7225
H -2.4916 -3.5568 -3.2602
H 1.2780 -2.9257 -3.5367
H 0.8634 -4.7833 -3.6148
H -0.2416 -3.4947 -4.3731
H 2.1008 -1.9832 -1.7757
H 2.1401 -3.9087 2.8572
H 4.0070 -4.7855 0.0996
H 3.3860 -6.4766 0.3980
H 3.4334 -5.3424 1.8338
H 0.8131 -6.8858 0.1413
H 1.4322 -6.3605 1.8350
H -0.0845 -5.6002 1.1364
H 1.7363 -0.8846 1.7644
C 8.6412 -1.3667 2.3753
O 7.2222 -1.3878 2.2906
H 8.9294 -1.1062 3.3937
H 9.0370 -2.3547 2.1285
H 9.0420 -0.6207 1.6843
H 6.9927 -1.6213 1.3802
C -0.0610 6.4062 -1.9213
O 0.9656 5.4225 -1.8800
H -0.9241 6.0364 -1.3673
H 0.2947 7.3306 -1.4604
H -0.3508 6.5944 -2.9582
H 1.7160 5.7722 -2.3754
C 6.0277 -2.2747 -4.1433
O 4.8020 -2.4763 -4.8366
H 5.8078 -1.9162 -3.1375
H 6.5741 -3.2188 -4.0789
H 6.6300 -1.5291 -4.6696
H 5.0228 -2.7925 -5.7209
C 0.5117 -3.3573 -7.6253
O -0.4067 -2.2854 -7.4761
H 1.1476 -3.4029 -6.7407
H -0.0355 -4.2981 -7.7265
H 1.1326 -3.1885 -8.5087
H -0.9563 -2.2663 -8.2689
C -0.6852 1.1623 -4.7601
O 0.3292 0.1689 -4.7220
H -1.5517 0.8041 -4.2019
H -0.3146 2.0834 -4.3021
H -0.9752 1.3507 -5.7959
H 1.0807 0.5128 -5.2226
C 0.2291 4.3586 -6.4047
O 1.2449 3.3646 -6.3668
H -0.6354 3.9992 -5.8465
H 0.5968 5.2803 -5.9468
H -0.0635 4.5483 -7.4401
H 1.9963 3.7062 -6.8666
C -8.9844 -2.4334 -0.7714
O -10.2175 -2.6419 -1.4434
H -9.1913 -2.0628 0.2328
H -8.4369 -3.3773 -0.7024
H -8.3886 -1.6950 -1.3133
H -10.0097 -2.9687 -2.3268
C -3.8429 4.0789 5.0794
O -2.8499 4.3096 4.0857
H -3.8647 3.0153 5.3163
H -3.6001 4.6444 5.9804
H -4.8212 4.3850 4.6991
H -2.8519 5.2561 3.8951
C 7.4770 -4.2218 4.1726
O 6.0749 -4.4118 4.2910
H 7.9871 -5.0942 4.5811
H 7.7436 -4.1064 3.1193
H 7.7751 -3.3324 4.7333
H 5.6511 -3.6265 3.9231
C -6.3962 4.0139 7.7929
O -5.0018 4.1497 8.0378
H -6.6767 4.6825 6.9791
H -6.6222 2.9833 7.5083
H -6.9569 4.2832 8.6910
H -4.7803 3.5487 8.7604
C -5.6878 5.2246 0.4563
O -4.3258 4.8542 0.6295
H -5.7503 5.9747 -0.3317
H -6.2753 4.3490 0.1689
H -6.0773 5.6449 1.3868
H -4.2984 4.1911 1.3317
C -2.1392 5.8456 10.2883
O -3.4745 6.3144 10.1805
H -1.5797 6.5238 10.9326
H -2.1329 4.8439 10.7267
H -1.6746 5.8220 9.2988
H -3.9481 5.6971 9.6055
*
```

=====

(3)
Here is a structure of composition C32H83CrN7O11 from OMol25. Energies are from wB97M-V/def2-TZVPD.

Calculated values
F_max: 1.755 eV/Å
Total energy: -95900.975 eV
Energy above the lowest of the compared OMol25 structures with the same formula, charge and spin: 0.0 kJ/mol
HOMO level (alpha / beta): -0.398 / -0.398 Ha

ORCA input file:
```
! RIJCOSX wB97M-V def2-TZVPD def2/J DEFGRID3
* xyz 1 4
Cr -4.4933 25.4777 17.4872
C -1.0043 24.1673 15.8431
C -2.2661 24.6758 16.4595
O -2.5311 24.5322 17.6836
O -3.1535 25.3356 15.8125
H -1.0121 23.0872 15.7139
H -0.2583 24.5055 16.5671
H -0.7582 24.5951 14.8735
C -6.2555 25.2207 21.1222
C -5.5918 25.4049 19.8002
O -4.3490 25.2743 19.6338
O -6.2443 25.6380 18.7287
H -5.5090 24.9572 21.8680
H -6.9751 24.4055 21.0722
H -6.7440 26.1498 21.4112
C -1.0205 20.1372 16.3552
C -0.4507 20.1396 17.7659
C -0.0117 21.5185 18.1982
O 0.7017 21.3905 19.4092
C 1.3014 22.5820 19.8192
N -1.4262 19.6091 18.7496
H -1.8858 20.7991 16.3378
H -1.2715 19.1377 16.0097
H -0.2679 20.5600 15.6838
H 0.4229 19.4761 17.7831
H -0.7966 22.2851 18.2425
H 0.6870 21.8718 17.4188
H 1.6944 22.4982 20.8306
H 0.5955 23.4258 19.8113
H 2.1398 22.8865 19.1774
H -1.0934 19.8795 19.6698
H -1.3932 18.5964 18.7308
C -4.5642 21.1984 16.5358
C -4.9770 22.5858 16.1090
C -6.1220 22.5353 15.1239
O -6.4699 23.8159 14.6627
C -7.4084 23.7660 13.6113
N -5.2827 23.4793 17.2826
H -5.3527 20.6633 17.0722
H -3.7169 21.2742 17.2226
H -4.2538 20.5718 15.7022
H -4.1709 23.1075 15.5853
H -7.0063 22.0258 15.5552
H -5.8776 21.8475 14.3016
H -7.6025 24.7600 13.2115
H -8.3765 23.4058 13.9849
H -7.0677 23.1230 12.7986
H -4.8531 22.9458 18.0435
H -6.2761 23.3550 17.4846
C -6.2737 27.3972 13.9119
C -5.7895 27.4504 15.3683
C -6.6157 28.5319 16.0632
O -6.2756 28.6242 17.4341
C -6.7791 29.7942 18.0545
N -5.8964 26.1069 16.0059
H -6.0025 28.3008 13.3681
H -7.3681 27.3580 13.8575
H -5.9321 26.4979 13.3975
H -4.7560 27.7922 15.3680
H -7.6901 28.3291 15.9794
H -6.3793 29.4631 15.5357
H -6.2867 30.7051 17.7097
H -6.5870 29.6482 19.1196
H -7.8657 29.8820 17.9623
H -6.8864 25.9977 16.2420
H -5.8707 25.4552 15.2121
C -4.9842 22.5529 9.9594
C -4.4017 23.8700 9.4694
C -3.4155 24.4406 10.4843
O -4.0823 24.9957 11.5951
C -3.1792 25.5281 12.5447
N -3.6922 23.5798 8.2076
H -5.4809 22.6242 10.9227
H -4.1744 21.8210 10.0596
H -5.6373 22.1407 9.1893
H -5.1942 24.5938 9.2784
H -2.7862 25.1999 9.9943
H -2.7113 23.6542 10.8047
H -2.4356 26.1862 12.0765
H -2.6166 24.7025 12.9954
H -3.7608 26.0866 13.2673
H -3.2066 24.4082 7.8844
H -3.0011 22.8635 8.4039
C 2.8328 21.4106 9.4012
C 1.8387 21.2055 10.5305
C 1.1387 22.4837 10.9904
O 0.3933 22.2257 12.1790
C 1.1551 22.4371 13.3483
N 0.8533 20.1748 10.1213
H 3.6100 22.1228 9.6899
H 2.3306 21.8915 8.5554
H 3.2626 20.4566 9.1154
H 2.3533 20.7931 11.4039
H 0.4193 22.7912 10.2270
H 1.8347 23.3081 11.1843
H 0.5512 22.1975 14.2233
H 1.4107 23.4970 13.4382
H 2.0362 21.7902 13.3894
H 0.2217 20.0565 10.9109
H 0.2734 20.6135 9.4061
C 2.1438 26.1735 17.8331
C 3.2451 26.0691 16.7945
C 2.7888 25.2084 15.6082
O 2.3290 23.9049 15.9173
C 3.3413 23.0579 16.4548
N 3.6299 27.3738 16.2911
H 1.8284 25.1758 18.1493
H 1.2744 26.6804 17.4129
H 2.5243 26.6470 18.7408
H 4.0897 25.5507 17.2703
H 3.6203 25.1406 14.8904
H 1.9366 25.7061 15.1402
H 3.9574 22.6902 15.6223
H 2.8765 22.2072 16.9425
H 4.0185 23.5869 17.1218
H 3.8523 28.0114 17.0428
H 4.4268 27.3084 15.6715
C -1.3619 27.6863 18.1461
C -2.7243 27.6155 18.8191
C -3.0048 28.8513 19.6361
O -4.2064 28.6488 20.3413
C -4.3584 29.4609 21.4912
N -3.8087 27.3996 17.8004
H -1.2097 28.6414 17.6243
H -1.2275 26.9131 17.3929
H -0.5683 27.6361 18.8901
H -2.6888 26.7689 19.5024
H -3.0643 29.7615 19.0167
H -2.1648 29.0206 20.3224
H -5.2282 29.0844 22.0212
H -4.5563 30.4968 21.1856
H -3.4700 29.4707 22.1265
H -4.5930 27.9741 18.1263
H -3.4553 27.8550 16.9624
*
```